{
  "formula": "C4H5AgO3",
  "method": "the ωB97M-V functional and the def2-TZVPD basis",
  "elements": ["O", "C", "O", "Ag", "O", "C", "H", "H", "C", "H", "C", "H", "H"],
  "coordinates": [[1.2939, 0.5257, 0.4624], [-0.0175, 0.4249, -0.0579], [-0.6998, -0.5465, 0.1089], [-2.6225, -1.8424, 1.0171], [-0.3352, 1.5706, -0.5434], [-1.6594, 1.9037, -0.7531], [-2.2913, 1.1286, -1.1813], [-1.8598, 2.9495, -0.5402], [1.9352, -0.5134, 0.9415], [1.1651, -1.2700, 1.2018], [3.2843, 1.0972, -0.9893], [3.0889, 2.1587, -0.7432], [4.1882, 0.8344, -0.4082]],
  "atomic_forces_ev_per_a": [[-0.59, 0.25, -1.29], [0.68, 0.01, 1.79], [-0.94, -0.87, -0.09], [0.54, 0.33, -0.26], [0.09, 0.84, -0.10], [-0.09, -0.28, -0.11], [0.07, 0.49, 0.12], [-0.07, -0.40, -0.31], [0.25, 0.01, 0.89], [-0.01, -0.31, -0.44], [0.13, -0.10, -0.39], [0.08, -0.06, 0.15], [-0.13, 0.11, 0.05]],
  "mulliken_charge": [-0.16, 0.69, -0.42, 0.91, -0.23, -0.46, 0.31, 0.31, -0.16, 0.17, -0.37, 0.18, 0.23],
  "homo_lumo_gap_ev": [4.851, 4.821],
  "total_charge": 1,
  "lumo_ev": [-6.7188, -6.7487],
  "e_above_lowest_kcal_mol": 185.3,
  "spin_multiplicity": 2
}



{
  "formula": "C22H27O2PS",
  "method": "the ωB97M-V functional and the def2-TZVPD basis",
  "elements": ["C", "C", "C", "C", "C", "C", "C", "C", "C", "C", "C", "C", "C", "C", "C", "C", "P", "S", "C", "C", "C", "O", "C", "C", "C", "O", "H", "H", "H", "H", "H", "H", "H", "H", "H", "H", "H", "H", "H", "H", "H", "H", "H", "H", "H", "H", "H", "H", "H", "H", "H", "H", "H"],
  "coordinates": [[0.9957, 1.4953, -2.0249], [0.4365, 0.5043, -2.3589], [-0.3341, -0.6699, -2.7193], [-1.3491, -1.0100, -1.6423], [-1.0533, -2.0547, -0.7515], [0.2106, -2.8891, -0.7297], [1.5553, -2.1930, -0.5284], [1.6046, -1.3103, 0.7083], [3.0649, -0.9457, 1.0641], [3.7232, 0.0514, 0.1051], [3.8753, 1.4967, 0.6261], [2.8532, 1.9375, 1.6723], [2.7900, 3.4514, 1.8332], [1.8737, 3.8226, 3.0027], [-2.0180, -2.4035, 0.1793], [-3.2342, -1.7596, 0.2743], [-4.3537, -2.4602, 1.5401], [-5.5708, -3.7740, 0.7746], [-3.5446, -0.7106, -0.5919], [-2.5874, -0.3380, -1.5552], [-2.9410, 0.7810, -2.4893], [-2.1611, 1.2793, -3.2722], [-4.3041, 1.3226, -2.4558], [-5.1892, 0.9484, -1.5405], [-4.8705, -0.0520, -0.5252], [-5.7027, -0.3241, 0.3116], [1.4499, 2.4002, -1.7185], [-0.8585, -0.4356, -3.6371], [0.2972, -1.5232, -2.9305], [0.2256, -3.5433, -1.6003], [0.1114, -3.5554, 0.1218], [1.8983, -1.6199, -1.3812], [2.2899, -2.9844, -0.3888], [1.0792, -0.3772, 0.5275], [1.1887, -1.8072, 1.5833], [3.1417, -0.6387, 2.1008], [3.6285, -1.8759, 0.9955], [4.7218, -0.3137, -0.1224], [3.2074, 0.0899, -0.8460], [3.7509, 2.1593, -0.2328], [4.8842, 1.6866, 0.9806], [1.8790, 1.5131, 1.4333], [3.1355, 1.4951, 2.6277], [3.7992, 3.8069, 2.0163], [2.3876, 3.8628, 0.9102], [0.8766, 3.4493, 2.7886], [2.2310, 3.3078, 3.8877], [1.8706, 4.8945, 3.1616], [-1.8104, -3.2223, 0.8531], [-3.4478, -3.0089, 2.4644], [-4.9816, -1.4022, 2.1960], [-4.5476, 2.0721, -3.1902], [-6.1774, 1.3749, -1.5072]],
  "atomic_forces_ev_per_a": [[0.54, 0.95, 0.39], [-0.30, -0.82, -0.19], [-0.45, 0.00, -0.08], [0.02, -0.18, -0.07], [-0.13, 0.13, -0.01], [-0.02, 0.20, -0.10], [-0.04, -0.04, 0.30], [0.94, 0.45, 0.21], [-0.20, -0.57, -0.57], [0.48, 0.32, 0.49], [-0.55, 0.14, -0.44], [0.54, -0.25, 0.03], [-0.58, -0.68, 0.35], [0.48, -0.27, -0.59], [0.00, 0.16, 0.01], [-0.37, 0.22, 0.73], [-0.73, -0.34, -0.89], [0.11, 0.02, 0.19], [0.62, -0.41, -0.04], [0.06, -0.14, 0.08], [0.30, 0.03, -0.16], [0.18, -0.06, -0.08], [-0.52, -0.07, 0.37], [0.06, 0.36, -0.45], [-0.14, 0.07, -0.08], [0.02, -0.25, 0.29], [0.18, 0.16, 0.02], [-0.07, -0.02, -0.22], [0.22, -0.18, 0.14], [0.10, 0.03, -0.26], [-0.11, -0.21, 0.10], [-0.11, 0.11, -0.30], [0.12, -0.18, -0.07], [-0.45, 0.07, 0.05], [-0.36, -0.13, -0.04], [-0.02, 0.23, 0.14], [0.10, -0.17, 0.15], [0.15, -0.04, -0.14], [-0.33, -0.14, -0.16], [0.11, 0.11, -0.13], [0.16, -0.05, 0.24], [-0.25, 0.16, -0.09], [-0.05, -0.01, 0.22], [0.16, 0.31, -0.16], [0.22, 0.33, -0.16], [-0.27, 0.17, 0.09], [0.00, 0.10, 0.35], [-0.21, 0.14, 0.17], [0.04, -0.09, 0.10], [0.10, 0.24, 0.03], [0.34, 0.03, 0.30], [0.13, 0.10, -0.19], [-0.21, 0.01, 0.11]],
  "mulliken_charge": [0.20, -0.38, -1.52, 0.45, 0.68, -1.73, -0.62, -0.11, -1.15, -0.51, -0.79, -0.20, -0.44, -1.30, -1.23, 0.44, 0.22, -0.42, -0.69, 0.71, 0.80, -0.60, -0.66, -0.60, 0.79, -0.60, 0.52, 0.65, 0.50, 0.39, 0.48, 0.33, 0.50, 0.09, 0.35, 0.41, 0.55, 0.27, 0.22, 0.23, 0.41, 0.07, 0.33, 0.33, 0.30, 0.32, 0.32, 0.39, 0.26, 0.07, 0.09, 0.45, 0.45],
  "homo_lumo_gap_ev": 6.996,
  "lumo_ev": -1.5302,
  "smiles": "C#CCc1c(CCCCCCCCC)cc([PH2]=S)c2c1C(=O)C=CC2=O"
}



{
  "formula": "C5H9NO",
  "method": "the ωB97M-V functional and the def2-TZVPD basis",
  "elements": ["C", "C", "C", "C", "C", "N", "O", "H", "H", "H", "H", "H", "H", "H", "H", "H"],
  "coordinates": [[1.0934, -1.6438, 0.3904], [0.9084, -0.3892, -0.4654], [-0.4659, -0.3742, -1.1852], [-1.0953, 0.4143, -0.0545], [0.3678, 0.8246, 0.3077], [0.6477, 1.9070, 0.9226], [-0.8014, 2.3892, 0.9681], [1.1365, -2.5255, -0.2606], [0.2565, -1.7836, 1.0840], [2.0159, -1.5991, 0.9748], [1.7719, -0.2510, -1.1234], [-0.4148, 0.2799, -2.0629], [-0.9413, -1.3170, -1.4406], [-1.4371, -0.1617, 0.8141], [-1.9271, 1.0763, -0.3345], [-1.1152, 3.1539, 1.4656]],
  "atomic_forces_ev_per_a": [[0.04, 0.00, 0.08], [0.18, 0.04, -0.02], [-0.04, -0.52, -0.39], [0.33, -0.38, -0.09], [-1.54, 0.28, -0.02], [-1.85, -0.01, -0.46], [0.20, 0.57, 0.33], [0.04, 0.19, 0.10], [0.13, 0.05, -0.12], [-0.10, 0.00, -0.04], [-0.04, 0.21, 0.28], [-0.02, -0.27, 0.04], [0.24, -0.26, -0.17], [-0.03, -0.28, -0.32], [0.80, -0.03, 0.15], [1.66, 0.40, 0.64]],
  "mulliken_charge": [-1.30, 0.34, -0.61, -0.49, 0.28, -0.57, -0.40, 0.35, 0.30, 0.34, 0.40, 0.26, 0.32, 0.22, 0.28, 0.27],
  "homo_lumo_gap_ev": 10.705,
  "lumo_ev": 0.9587,
  "smiles": "C[C@H]1CC/C1=N\\O",
  "e_above_lowest_kcal_mol": 104.4
}



{
  "formula": "C3H12N2",
  "method": "the ωB97M-V functional and the def2-TZVPD basis",
  "elements": ["C", "C", "N", "H", "H", "H", "H", "H", "H", "H", "C", "N", "H", "H", "H", "H", "H"],
  "coordinates": [[1.6679, -0.2471, -0.6611], [2.4351, -0.5709, 0.5685], [3.3878, -1.7734, 0.2553], [2.4448, -0.2940, -1.5374], [1.4007, 0.8923, -0.8240], [0.8206, -0.9014, -0.8312], [1.8824, -0.8711, 1.4937], [3.0094, 0.3127, 0.8253], [2.9667, -2.4629, -0.2551], [3.2442, -2.1521, 1.2111], [-3.0411, 0.9934, 0.4524], [-3.7277, 1.4511, -0.7426], [-2.9716, 1.8735, 1.1761], [-3.5261, 0.1182, 0.9653], [-1.9829, 0.8583, 0.2228], [-3.3089, 1.2985, -1.5954], [-4.7012, 1.4749, -0.7238]],
  "atomic_forces_ev_per_a": [[0.81, 2.64, -2.65], [0.80, -1.32, -0.08], [0.15, 3.25, 4.44], [-1.46, -0.53, 1.37], [-0.08, -2.22, 0.96], [-0.10, 0.07, -0.30], [-0.22, 0.59, -0.96], [0.56, -0.20, 0.17], [-1.84, -1.75, -2.21], [1.38, -0.51, -0.73], [-0.22, 1.45, 0.87], [0.77, 0.44, 2.09], [-0.41, -1.20, -0.43], [0.72, 0.66, -0.50], [-0.17, -0.66, -0.08], [0.74, -0.58, -1.85], [-1.41, -0.11, -0.10]],
  "mulliken_charge": [-1.04, -0.21, -0.63, 0.33, 0.29, 0.28, 0.30, 0.21, 0.23, 0.26, -0.45, -0.42, 0.21, 0.21, 0.13, 0.17, 0.16],
  "homo_lumo_gap_ev": 9.691,
  "lumo_ev": 0.9086,
  "smiles": "CCN.CN",
  "e_above_lowest_kcal_mol": 34.7
}